No. 1
# C19H32GeN2OPPd

A molecular structure, C19H32GeN2OPPd in a non-equilibrium geometry (the ωB97M-V functional and the def2-TZVPD basis, the Open Molecules 2025 dataset).

```
57
Properties=species:S:1:pos:R:3:forces:R:3
Pd -0.08790 0.16514 -0.01742 -0.919 -0.469 -0.245
O -0.18092 2.09290 -0.93011 -0.237 0.838 -1.262
C -0.75459 2.55317 -1.96397 0.522 -0.206 0.736
C -0.23370 3.74301 -2.55617 0.175 0.518 -0.380
C -0.72996 4.24613 -3.72548 0.478 0.185 0.353
C -1.81619 3.63283 -4.35501 -0.123 0.001 0.006
C -2.39845 2.52181 -3.78072 -0.015 -0.486 0.412
C -1.90360 1.96131 -2.60302 -0.402 -0.161 -0.409
C -2.57902 0.83848 -1.99904 -0.068 -0.489 0.467
N -2.09492 -0.02334 -1.10826 0.422 0.349 0.187
C -3.08614 -0.89950 -0.80221 -0.080 0.097 -0.106
C -4.20977 -0.56943 -1.50561 -0.001 -0.134 0.078
N -3.87588 0.51832 -2.25293 0.012 0.022 -0.073
H 0.61207 4.19350 -2.06223 0.095 0.063 0.064
H -0.27481 5.11700 -4.17178 0.027 0.080 -0.009
H -2.20744 4.03299 -5.27658 -0.031 0.019 -0.101
H -3.23716 2.05443 -4.27647 -0.036 -0.015 -0.059
H -2.92805 -1.69655 -0.09898 -0.062 -0.071 0.012
H -5.18882 -1.00461 -1.51963 -0.139 -0.038 -0.043
H -4.50257 1.03664 -2.84536 -0.014 -0.034 0.011
C 3.58007 -2.31814 -0.14523 -0.326 0.592 -0.462
Ge 2.91729 -0.70163 -1.13718 0.948 0.159 0.353
C 4.12204 -0.35804 -2.68824 -0.492 -0.151 0.499
C 2.97264 0.90914 0.06156 -0.225 -0.508 -0.271
C 1.07040 -0.83615 -1.61239 -0.218 -0.050 0.297
H 4.65525 -2.23374 -0.02681 0.172 0.069 0.068
H 3.37933 -3.22499 -0.70702 -0.084 -0.094 -0.098
H 3.12409 -2.40825 0.83653 -0.061 0.024 0.106
H 5.12891 -0.20620 -2.31361 0.165 0.038 0.077
H 3.81006 0.52970 -3.22788 -0.070 0.147 -0.032
H 4.13440 -1.19270 -3.37856 -0.028 -0.191 -0.092
H 3.51730 0.73793 0.98507 0.021 -0.103 0.133
H 1.94240 1.22134 0.30930 0.418 0.085 0.033
H 3.45420 1.73506 -0.45397 -0.048 0.138 -0.108
H 0.57006 -1.37627 -2.40607 -0.169 0.007 -0.032
C -0.00368 -3.75936 2.96302 -0.048 0.066 -0.116
C -0.16387 -2.89590 1.71921 -0.001 0.311 0.031
P -0.31952 -1.07651 1.98786 0.570 -0.875 0.339
C 1.18347 -0.63768 2.96290 -0.176 0.072 -0.200
C 1.22757 0.86704 3.23533 -0.024 0.033 -0.140
C -1.71135 -0.90827 3.20018 0.111 0.301 -0.432
C -2.34519 0.47763 3.10337 -0.090 -0.026 0.057
H 0.04616 -4.80446 2.66885 0.020 -0.121 0.055
H -0.84400 -3.64438 3.64353 -0.050 0.002 0.101
H 0.91270 -3.51805 3.49405 0.074 -0.002 0.104
H -1.05043 -3.20477 1.15480 0.099 0.037 -0.058
H 0.70073 -3.01592 1.05815 -0.133 0.001 -0.067
H 2.04167 -0.93452 2.35028 -0.073 -0.035 0.046
H 1.22189 -1.19990 3.89828 -0.006 -0.045 -0.070
H 0.93363 1.43461 2.33763 0.123 -0.051 0.337
H 2.22923 1.18151 3.52447 0.000 0.025 0.004
H 0.55056 1.12800 4.04657 -0.041 0.096 0.002
H -1.33889 -1.08913 4.21218 0.050 -0.127 -0.123
H -2.45596 -1.67291 2.96383 0.075 -0.052 0.053
H -1.61485 1.26102 3.29787 -0.010 0.059 -0.025
H -3.14967 0.58592 3.83054 -0.035 0.014 -0.037
H -2.75080 0.63477 2.10257 -0.039 0.082 0.029
```
Positions in Å, forces in eV/Å.

Multiplicity: 5
Total charge: +1
LUMO energy (alpha / beta), Eh: -0.097 / -0.212

***

No. 2
# C4H6OS

2 unconnected molecules or ions with the total composition C4H6OS in a non-equilibrium geometry (the ωB97M-V functional and the def2-TZVPD basis, the Open Molecules 2025 dataset).

```
12
Properties=species:S:1:pos:R:3:forces:R:3
C -3.39300 -0.17979 -0.43966 -3.227 -2.807 -1.907
C -2.30672 -0.44319 0.20548 1.840 -2.077 1.397
C -1.31366 0.57231 0.50193 2.283 1.195 -0.653
C 1.31589 0.65542 -0.22047 0.259 -0.676 0.947
H -4.01880 -1.33012 -0.62024 1.116 4.414 0.208
H -3.60533 0.86516 -0.83966 -0.220 -1.838 0.341
H -2.09917 -1.46632 0.59034 -0.165 0.803 -0.323
H -1.51314 1.34284 -0.33482 0.666 -0.205 2.216
H -1.32578 0.79494 1.66262 0.578 0.183 -2.618
H 1.29290 2.08580 -0.54976 -0.182 -4.730 1.075
O 0.11397 -0.05196 0.08179 0.794 2.605 0.072
S 2.78391 -0.34407 -0.05291 -3.743 3.133 -0.755
```
Positions in Å, forces in eV/Å.

Total charge: 0
LUMO energy, Eh: -0.004

***

No. 3
# C17H23N3O2S

A single C17H23N3O2S molecule (the ωB97M-V functional and the def2-TZVPD basis, the Open Molecules 2025 dataset).

```
46
Properties=species:S:1:pos:R:3:forces:R:3
O 3.10279 -2.29621 1.07037 0.286 -0.091 0.130
C 1.98729 -1.49234 1.37646 -0.374 0.366 0.031
C 2.18174 -0.96259 2.80641 0.298 -0.364 -0.317
O 1.21980 -0.02857 3.22836 -0.178 0.202 -0.047
C -0.00883 -0.55903 3.68497 -0.046 0.101 0.192
C -0.95392 -0.96853 2.59950 -0.062 0.245 -0.116
C -1.42691 -2.21410 2.31913 0.122 0.233 0.175
C -2.29589 -2.23813 1.20429 -0.139 0.013 -0.151
C -2.47128 -1.00991 0.65598 0.070 0.272 0.089
S -1.58644 0.20512 1.48887 -0.061 -0.567 0.149
H -3.04852 -0.72831 -0.20108 -0.122 -0.011 -0.204
H -2.76278 -3.13210 0.83139 -0.108 -0.131 -0.103
H -1.16307 -3.08853 2.88794 0.111 -0.137 0.143
H 0.17059 -1.42132 4.34406 -0.046 0.094 -0.046
H -0.45311 0.25109 4.27385 0.049 -0.194 0.016
H 2.22670 -1.81818 3.49368 0.014 0.060 0.017
H 3.14013 -0.43730 2.84644 -0.004 -0.119 -0.020
C 1.87464 -0.33657 0.37480 -0.073 -0.239 0.322
N 1.88394 -0.86700 -0.98234 0.189 0.059 0.061
C 2.34564 0.09420 -1.96236 -0.015 0.089 -0.045
H 2.41759 -0.42161 -2.92310 0.067 0.091 -0.016
C 1.40553 1.30781 -2.06842 0.145 0.074 -0.021
N 0.03467 0.85189 -2.01780 0.222 -0.167 0.078
C -1.01011 1.68246 -1.76289 -0.255 0.166 0.028
N -2.22700 1.12554 -1.74967 0.153 -0.124 -0.080
C -3.27517 1.88480 -1.48475 -0.170 0.231 0.052
C -3.20263 3.23663 -1.21356 -0.045 0.112 0.040
C -1.94313 3.82588 -1.23913 -0.092 -0.149 -0.014
C -0.83589 3.05870 -1.52073 0.107 0.024 -0.019
H 0.13973 3.51371 -1.56187 0.094 0.014 -0.009
H -1.83097 4.88354 -1.04614 0.027 0.056 0.009
H -4.08888 3.81094 -0.99826 -0.093 0.023 0.012
H -4.22756 1.36738 -1.49522 -0.123 0.054 0.031
C -0.17525 -0.53279 -2.36277 -0.011 -0.350 0.035
H -1.24343 -0.73195 -2.29255 0.193 -0.103 -0.105
C 0.60973 -1.44811 -1.40558 -0.104 -0.161 -0.210
H 0.81424 -2.40032 -1.90957 -0.174 0.010 0.023
H 0.00467 -1.65741 -0.52366 -0.013 -0.019 0.013
H 0.14678 -0.70179 -3.39875 -0.081 -0.023 0.036
H 1.59558 1.97578 -1.22283 0.008 0.010 -0.065
H 1.60787 1.86063 -2.99842 0.049 0.050 0.095
H 3.34719 0.43286 -1.68775 -0.042 0.011 -0.098
H 2.75890 0.29403 0.49668 0.044 0.033 0.016
H 0.98575 0.26308 0.60537 0.113 -0.005 -0.069
H 1.07520 -2.10872 1.33676 0.138 0.183 -0.016
H 3.15405 -2.32467 0.10389 -0.068 0.074 -0.023
```
Positions in Å, forces in eV/Å.

Total charge: 0
LUMO energy, Eh: 0.028

***

For the records above, the corresponding M values read 514.48; 102.16; 333.46 Da.
For the records above, the corresponding energy above the lowest of the compared OMol25 structures with the same formula, charge and spin values read 0.0; 560.4; 302.3 kJ/mol.